Computed, not measured: a structure of composition C22H17Br2N8O4OsS2, with the ωB97M-V functional and the def2-TZVPD basis.

```
! RIJCOSX wB97M-V def2-TZVPD def2/J DEFGRID3
* xyz 3 5
Os 0.40 -0.61 -0.08
N 1.42 -0.14 3.44
C 2.36 -0.11 2.45
N 2.15 -0.36 1.14
C 3.38 -0.39 0.42
C 4.45 -0.06 1.20
S 4.04 0.24 2.80
C 3.32 -0.76 -0.95
C 4.35 -0.63 -1.86
S 3.73 -0.70 -3.45
C 2.12 -1.38 -2.79
N 2.07 -1.11 -1.47
N 1.21 -2.06 -3.49
H 0.70 -0.80 3.36
H 1.76 0.04 4.38
H 5.45 -0.09 0.85
H 5.37 -0.42 -1.59
H 1.31 -2.29 -4.49
H 0.27 -2.17 -3.06
Br -2.77 3.13 4.67
C -1.99 2.20 3.22
C -0.96 2.77 2.45
C -0.32 1.99 1.55
N -0.63 0.71 1.31
C -1.68 0.13 1.97
C -2.46 0.90 2.87
C -1.75 -1.29 1.89
C -2.66 -2.13 2.62
C -2.68 -3.47 2.44
Br -3.62 -4.66 3.41
C -1.66 -4.02 1.62
C -0.77 -3.20 1.00
N -0.73 -1.86 1.20
H -0.70 3.84 2.52
H 0.51 2.43 0.94
H -3.41 0.58 3.27
H -3.31 -1.64 3.33
H -1.67 -5.08 1.52
H 0.00 -3.59 0.36
C 1.52 2.81 -1.52
C 0.22 2.16 -1.82
N -0.15 0.85 -1.48
C -1.31 0.64 -2.19
C -1.79 1.75 -2.78
N -0.75 2.70 -2.58
C -2.99 1.96 -3.57
O -3.70 0.92 -3.97
O -3.31 3.13 -3.84
C -1.89 -0.74 -2.10
O -2.86 -1.20 -2.70
O -0.99 -1.50 -1.46
H 1.79 2.70 -0.45
H 1.43 3.91 -1.68
H 2.25 2.38 -2.27
H -0.66 3.55 -3.10
H -3.42 0.05 -3.43
*
```

Output
* E_tot: -207394.658 eV
* LUMO (spin up / spin down): -0.357 / -0.483 Eh
* highest occupied orbital energy (spin up / spin down): -0.5605 / -0.6042 Eh
* <S²>: 6.04
* orbital gap (spin up / spin down): 5.5 / 3.3 eV
* energy relative to the best compared isomer or geometry (same formula, charge and spin): 40.9 kcal/mol

Atom charges from the Löwdin analysis, given in e for atoms 1 to 8: 1.780 0.149 -0.588 -0.086 -0.323 -0.321 1.199 -0.356

Computed, not measured: a cluster of 2 separate species, C10H13NO in total, with the ωB97M-V functional and the def2-TZVPD basis.

```
! RIJCOSX wB97M-V def2-TZVPD def2/J DEFGRID3
* xyz 0 1
C -2.09 -3.02 0.77
C -1.04 -2.06 0.56
C 0.27 -2.14 0.99
N 0.95 -0.99 0.74
C 0.01 -0.16 0.12
C 0.19 1.23 -0.28
C -0.88 1.87 -0.87
C -2.16 1.21 -0.80
C -2.38 -0.15 -0.50
C -1.27 -0.76 -0.05
H -1.64 -3.98 0.96
H -2.53 -3.33 -0.25
H -2.91 -2.70 1.44
H 0.80 -2.82 1.53
H 1.87 -0.70 0.82
H 1.08 1.67 -0.15
H -0.76 2.90 -1.16
H -3.02 1.74 -1.08
H -3.33 -0.63 -0.65
C 3.05 2.43 -0.14
O 3.14 1.07 -0.54
H 2.26 2.90 -0.70
H 3.13 2.26 0.98
H 3.95 3.02 -0.24
H 3.29 1.14 -1.50
*
```

Output
* E_tot: -14116.357 eV
* structure (SMILES): Cc1c[nH]c2ccccc12.CO
* LUMO: 0.026 Eh
* highest occupied orbital energy: -0.2766 Eh
* orbital gap: 8.2 eV
* energy relative to the best compared isomer or geometry (same formula, charge and spin): 47.9 kcal/mol

Atom charges from the natural (NBO) analysis, given in e for atoms 1 to 8: -0.637 -0.090 -0.028 -0.532 0.149 -0.158 -0.258 -0.209

Computed, not measured: a cluster of 2 separate species, C4H16N4 in total, with the ωB97M-V functional and the def2-TZVPD basis.

```
! RIJCOSX wB97M-V def2-TZVPD def2/J DEFGRID3
* xyz 0 1
N 1.05 -2.32 2.08
C 0.48 -0.97 2.21
C 1.44 -0.05 1.47
N 1.10 1.36 1.62
H 0.36 -3.03 2.35
H 1.86 -2.40 2.72
H 0.35 -0.63 3.27
H -0.55 -0.92 1.79
H 2.45 -0.32 1.83
H 1.43 -0.34 0.41
H 1.38 1.71 2.54
H 1.64 1.91 0.93
N -1.69 2.26 -1.66
C -1.49 0.80 -1.36
C -0.68 0.14 -2.50
N -0.16 -1.15 -1.94
H -2.24 2.71 -0.91
H -2.33 2.33 -2.45
H -2.42 0.17 -1.19
H -0.95 0.72 -0.44
H -1.24 0.07 -3.44
H 0.19 0.85 -2.70
H -0.94 -1.78 -1.72
H 0.38 -1.62 -2.65
*
```

Output
* E_tot: -10367.221 eV
* structure (SMILES): NCCN.NCCN
* LUMO: 0.043 Eh
* highest occupied orbital energy: -0.3338 Eh
* orbital gap: 10.2 eV
* energy relative to the best compared isomer or geometry (same formula, charge and spin): 17.2 kcal/mol

Atom charges from the natural (NBO) analysis, given in e for atoms 1 to 8: -0.839 -0.217 -0.231 -0.841 0.358 0.351 0.154 0.189